18
Properties=species:S:1:pos:R:3 method="wB97M-V/def2-TZVPD" de_lowest_kcal_mol=92.5 total_energy_ha=-235.6708 homo_lumo_gap_ha=0.320 max_force_ev_per_a=2.06 e_lumo_ev=1.15 e_homo_ha=-0.2782
C -1.52 0.77 0.11
C -0.49 -0.14 0.82
C -0.51 -1.55 0.22
C 0.56 -1.29 -0.82
C 0.97 0.13 0.47
C 1.34 1.48 -0.08
H -1.42 1.82 0.42
H -1.42 0.73 -0.98
H -2.53 0.44 0.37
H -0.71 -0.10 1.90
H -0.16 -2.27 0.97
H -1.47 -1.88 -0.18
H 0.29 -0.74 -1.71
H 1.20 -2.16 -1.09
H 1.57 -0.78 0.13
H 0.69 1.83 -0.89
H 1.24 2.21 0.74
H 2.38 1.52 -0.41

***

79
Properties=species:S:1:pos:R:3 method="wB97M-V/def2-TZVPD" de_lowest_kcal_mol=21.6 total_energy_ha=-3605.8766 charge=+2 homo_lumo_gap_ha=0.273 max_force_ev_per_a=1.63 e_lumo_ev=-6.50 e_homo_ha=-0.5118
Co -0.97 -0.30 0.02
C -2.74 3.78 0.23
O -3.74 2.74 0.53
C -3.08 1.61 0.46
N -1.81 1.61 0.31
C -1.38 3.04 0.24
C -0.52 3.41 -0.94
C -0.80 2.91 -2.20
C -0.05 3.31 -3.29
C 0.99 4.23 -3.13
C 1.25 4.75 -1.87
C 0.50 4.34 -0.77
C -3.76 0.31 0.53
C -5.08 0.05 0.85
C -5.50 -1.28 0.81
C -4.61 -2.29 0.45
C -3.31 -1.92 0.15
N -2.91 -0.65 0.19
C -2.20 -2.75 -0.34
N -1.12 -2.14 -0.65
C -0.24 -3.14 -1.31
C -0.98 -4.45 -1.01
O -2.32 -4.02 -0.56
C 1.22 -3.19 -0.92
C 2.02 -4.10 -1.60
C 3.37 -4.21 -1.31
C 3.94 -3.40 -0.33
C 3.15 -2.50 0.35
C 1.79 -2.39 0.07
H -2.83 4.56 0.98
H -2.98 4.17 -0.76
H -0.84 3.26 1.16
H -1.61 2.20 -2.35
H -0.27 2.93 -4.28
H 1.57 4.55 -3.98
H 2.04 5.47 -1.73
H 0.71 4.74 0.21
H -5.75 0.85 1.10
H -6.52 -1.53 1.06
H -4.90 -3.32 0.40
H -0.29 -2.91 -2.38
H -0.53 -5.02 -0.20
H -1.14 -5.08 -1.89
H 1.60 -4.72 -2.38
H 3.98 -4.92 -1.85
H 5.00 -3.48 -0.12
H 3.58 -1.87 1.12
H 1.20 -1.70 0.64
O -0.68 -0.07 -1.85
C 0.40 0.17 -2.42
C 1.62 0.58 -1.82
C 2.73 0.86 -2.64
C 3.84 1.39 -2.06
C 3.90 1.66 -0.69
C 2.82 1.38 0.12
C 1.67 0.81 -0.43
O 0.65 0.53 0.36
N 5.00 1.72 -2.91
O 4.94 1.41 -4.08
O 5.94 2.27 -2.37
H 0.39 0.04 -3.51
H 2.70 0.68 -3.70
H 4.80 2.09 -0.28
H 2.86 1.58 1.18
C -0.16 0.02 5.42
N -0.48 -0.63 4.16
C -0.63 -2.05 3.97
C -0.90 -2.14 2.48
O -1.16 -3.18 1.93
N -0.83 -0.85 1.93
C -0.56 -0.02 2.98
N -0.38 1.29 2.87
H -0.01 -0.75 6.17
H -0.98 0.66 5.75
H 0.76 0.60 5.34
H -1.45 -2.47 4.54
H 0.29 -2.59 4.21
H -0.16 1.63 1.95
H -0.08 1.82 3.68

***

23
Properties=species:S:1:pos:R:3 method="wB97M-V/def2-TZVPD" de_lowest_kcal_mol=27.4 total_energy_ha=-517.6290 homo_lumo_gap_ha=0.362 max_force_ev_per_a=3.98 e_lumo_ev=0.66 e_homo_ha=-0.3378
C -1.22 -0.42 -2.42
C -0.12 -0.45 -1.35
C 0.99 -1.23 -1.77
C 2.07 -1.52 -0.96
C 2.03 -1.02 0.30
C 0.99 -0.16 0.71
C 1.05 0.60 2.04
C -1.43 1.12 1.87
C -1.31 0.93 0.36
C -0.11 0.09 -0.11
H -0.72 -0.91 -3.37
H -1.61 0.59 -2.61
H -2.14 -1.11 -2.14
H 1.21 -1.41 -2.99
H 2.99 -2.00 -1.43
H 2.79 -1.26 1.08
H 0.08 1.53 3.47
H -2.04 1.99 2.12
H -1.89 0.24 2.22
H -2.21 0.44 -0.01
H -1.36 1.97 -0.13
N -0.11 1.25 2.45
O 2.08 0.77 2.70

***

42
Properties=species:S:1:pos:R:3 method="wB97M-V/def2-TZVPD" spin_multiplicity=2 total_energy_ha=-1893.2325 s2=0.757 charge=+2 homo_lumo_gap_ha="0.210 / 0.210" max_force_ev_per_a=5.03 e_lumo_ev="-10.55 / -10.55" e_homo_ha="-0.5981 / -0.5981"
Sn 1.79 -0.14 -0.18
C 0.42 -2.69 -2.34
C 1.42 -2.34 -3.40
C 0.68 -2.41 -4.78
O 1.87 -1.10 -3.09
H 0.30 -3.77 -2.36
H -0.59 -2.31 -2.50
H 0.68 -2.44 -1.32
H 2.28 -3.01 -3.37
H -0.21 -1.77 -4.79
H 0.35 -3.40 -5.08
H 1.37 -2.13 -5.57
O 3.15 0.86 4.99
S 2.09 0.13 4.26
O 2.07 0.03 2.76
O 1.78 -1.34 4.88
C 2.05 -1.49 6.28
C 1.87 -2.95 6.77
C 0.55 0.90 4.83
H 1.32 -0.94 6.88
H 3.10 -1.22 6.37
H 0.88 -3.23 6.43
H 2.04 -3.04 7.84
H 2.62 -3.59 6.30
H -0.27 0.26 4.50
H 0.42 1.92 4.47
H 0.54 1.06 5.90
O -0.27 1.31 -1.61
S -1.38 1.43 -2.58
O -2.55 0.52 -2.59
O -1.94 3.05 -2.44
C -3.17 3.44 -3.01
C -3.90 4.22 -1.98
C -0.69 1.55 -4.30
H -3.71 2.51 -3.18
H -2.93 3.95 -3.94
H -3.42 5.20 -2.09
H -3.89 3.99 -0.92
H -4.97 4.19 -2.18
H 0.35 1.87 -4.26
H -1.24 2.32 -4.84
H -0.85 0.58 -4.78

***

15
Properties=species:S:1:pos:R:3 method="wB97M-V/def2-TZVPD" de_lowest_kcal_mol=130.0 total_energy_ha=-776.8608 homo_lumo_gap_ha=0.270 max_force_ev_per_a=3.90 e_lumo_ev=-0.59 e_homo_ha=-0.2912
C 0.47 1.96 -0.26
C 1.60 1.21 -0.08
C -0.85 1.63 -0.03
C 0.69 -0.92 0.84
C -1.39 -1.77 0.02
N 1.64 0.02 0.56
N -0.11 -1.16 -0.22
O -2.34 -0.88 -0.41
S -2.24 0.93 0.09
H 0.44 3.01 -0.72
H 2.63 1.55 -0.13
H -1.67 -2.71 -0.60
H -1.41 -1.91 1.16
H 2.44 -0.10 1.04
H 0.09 -0.87 -1.27

***

66
Properties=species:S:1:pos:R:3 method="wB97M-V/def2-TZVPD" de_lowest_kcal_mol=28.8 spin_multiplicity=6 total_energy_ha=-1528.1959 s2=8.778 charge=+2 homo_lumo_gap_ha="0.327 / 0.171" max_force_ev_per_a=0.90 e_lumo_ev="-4.98 / -9.58" e_homo_ha="-0.5101 / -0.5233"
Ru -0.02 -0.70 -0.54
C -1.78 -2.19 2.67
C -0.79 -1.08 2.79
C -0.40 -0.47 4.00
C 0.54 0.44 3.66
C 1.33 1.33 4.56
N 0.71 0.39 2.30
N -0.13 -0.55 1.77
B 1.73 1.16 1.44
N 2.59 0.29 0.55
N 2.08 -0.60 -0.35
C 3.09 -1.24 -0.93
C 2.86 -2.29 -1.95
C 4.30 -0.75 -0.41
C 3.95 0.21 0.52
C 4.84 1.03 1.38
N 0.78 2.12 0.65
N -0.04 1.66 -0.36
C -0.66 2.70 -0.85
C -1.61 2.70 -1.98
C -0.27 3.88 -0.10
C 0.63 3.47 0.83
C 1.38 4.27 1.84
H -1.81 -2.75 3.60
H -1.50 -2.86 1.85
H -2.78 -1.79 2.48
H -0.74 -0.73 4.99
H 1.08 1.10 5.59
H 1.11 2.38 4.39
H 2.40 1.18 4.42
H 2.41 1.81 2.15
H 1.78 -2.46 -2.11
H 3.31 -3.23 -1.64
H 3.31 -2.01 -2.91
H 5.29 -1.07 -0.67
H 5.87 0.78 1.16
H 4.65 0.84 2.44
H 4.70 2.10 1.20
H -1.43 1.87 -2.66
H -1.54 3.64 -2.52
H -2.63 2.63 -1.59
H -0.59 4.89 -0.29
H 1.10 5.32 1.74
H 2.45 4.18 1.68
H 1.15 3.95 2.85
C -2.84 -4.42 -0.30
C -2.50 -2.97 -0.51
O -1.33 -2.57 -0.44
N -3.50 -2.14 -0.81
C -3.29 -0.75 -1.19
C -2.57 -0.61 -2.51
C -3.28 -0.52 -3.70
C -2.59 -0.46 -4.90
C -1.21 -0.51 -4.88
C -0.57 -0.58 -3.66
N -1.23 -0.62 -2.50
H -2.20 -4.84 0.47
H -2.64 -4.96 -1.23
H -3.89 -4.56 -0.03
H -4.43 -2.52 -0.91
H -2.72 -0.24 -0.39
H -4.27 -0.28 -1.24
H -4.36 -0.49 -3.68
H -3.13 -0.38 -5.84
H -0.63 -0.48 -5.79
H 0.51 -0.60 -3.60

***

20
Properties=species:S:1:pos:R:3 method="wB97M-V/def2-TZVPD" de_lowest_kcal_mol=50.4 total_energy_ha=-456.6898 homo_lumo_gap_ha=0.374 max_force_ev_per_a=0.81 e_lumo_ev=0.76 e_homo_ha=-0.3466
C -0.32 0.21 -2.05
N -0.48 1.69 -0.33
N -1.61 2.52 -0.58
O 0.63 0.86 -2.71
O -0.12 -0.81 -1.43
H -0.72 1.04 0.42
H 1.50 0.47 -2.51
H 0.36 2.22 -0.07
H -1.31 0.59 -2.32
H -1.79 3.17 0.19
H -1.44 3.05 -1.42
C 0.56 -1.10 1.83
C 1.02 -2.45 1.30
O -0.70 -0.72 1.33
H -0.72 -0.97 0.39
H 0.47 -1.12 2.92
H 1.31 -0.33 1.57
H 2.00 -2.70 1.69
H 0.31 -3.22 1.59
H 1.07 -2.41 0.21

***

14
Properties=species:S:1:pos:R:3 method="wB97M-V/def2-TZVPD" de_lowest_kcal_mol=174.9 total_energy_ha=-361.6022 homo_lumo_gap_ha=0.376 max_force_ev_per_a=13.99 e_lumo_ev=0.84 e_homo_ha=-0.3454
C -0.53 -1.34 0.17
C -1.86 -0.47 -0.20
C -1.30 1.01 0.20
C 0.31 0.87 -0.09
H 2.32 -0.78 -0.84
H -0.37 -1.61 1.56
H -0.74 -2.19 -0.16
H -2.21 -0.51 -1.39
H -2.38 -0.48 0.58
H -1.87 1.51 -0.51
H -1.31 1.20 1.14
N 0.55 -0.47 -0.35
O 1.84 -0.93 0.16
O 1.04 1.66 0.04

***

14
Properties=species:S:1:pos:R:3 method="wB97M-V/def2-TZVPD" de_lowest_kcal_mol=112.0 total_energy_ha=-320.7048 homo_lumo_gap_ha=0.338 max_force_ev_per_a=8.91 e_lumo_ev=1.02 e_homo_ha=-0.3005
C 1.11 -0.82 -0.70
C 0.28 1.43 -1.10
C -0.49 -0.64 1.49
C -0.11 -1.02 0.14
H 1.39 -1.56 -1.26
H 1.84 -0.66 0.12
H 0.05 2.55 -1.42
H -1.47 2.01 -0.28
H 0.11 0.15 2.00
H -0.99 -1.15 2.16
H -0.80 -2.04 0.15
N 1.14 0.58 -1.41
N -0.87 1.22 -0.20
N -1.19 -0.06 0.29

***

13
Properties=species:S:1:pos:R:3 method="wB97M-V/def2-TZVPD" de_lowest_kcal_mol=84.6 total_energy_ha=-286.4968 homo_lumo_gap_ha=0.333 max_force_ev_per_a=1.13 e_lumo_ev=0.84 e_homo_ha=-0.3025
C -1.42 -0.68 0.86
C -0.15 -0.45 0.08
C -0.13 0.86 -0.69
N 0.99 1.00 -1.31
C 2.01 0.45 -1.78
O 0.97 -0.46 0.95
H -1.35 -1.63 1.39
H -1.54 0.13 1.59
H -2.29 -0.69 0.19
H 0.01 -1.26 -0.65
H -0.91 1.62 -0.72
H 0.85 0.38 1.40
H 2.97 0.71 -1.31

***

12
Properties=species:S:1:pos:R:3 method="wB97M-V/def2-TZVPD" de_lowest_kcal_mol=20.6 total_energy_ha=-248.4937 homo_lumo_gap_ha=0.410 max_force_ev_per_a=0.75 e_lumo_ev=0.75 e_homo_ha=-0.3821
C -1.87 -0.04 -0.13
N -1.16 -0.07 -1.37
C -0.11 -0.45 -1.82
O 0.88 -0.78 -2.37
C 1.69 0.28 1.02
H -1.81 -1.00 0.39
H -2.92 0.18 -0.33
H -1.47 0.74 0.52
H 1.77 -0.24 0.06
H 1.38 1.32 0.85
H 2.66 0.28 1.52
H 0.96 -0.22 1.66

***

88
Properties=species:S:1:pos:R:3 method="wB97M-V/def2-TZVPD" de_lowest_kcal_mol=43.7 total_energy_ha=-5575.8413 homo_lumo_gap_ha=0.225 max_force_ev_per_a=0.87 e_lumo_ev=-0.78 e_homo_ha=-0.2534
Ti 0.62 0.63 0.52
F -2.78 1.60 5.99
C -2.19 0.68 5.21
C -2.08 0.89 3.85
F -2.56 2.01 3.31
C -1.47 -0.09 3.09
F -1.32 0.18 1.73
C -0.96 -1.29 3.56
S -0.20 -2.45 2.52
C -1.09 -1.44 4.95
F -0.60 -2.53 5.55
C -1.68 -0.49 5.76
F -1.77 -0.69 7.08
O -1.28 4.13 0.01
N -1.94 3.00 -0.44
C -2.91 2.60 0.27
C -3.74 1.46 -0.16
C -5.09 1.52 0.19
C -5.98 0.56 -0.24
C -5.53 -0.49 -1.02
C -4.18 -0.59 -1.34
C -3.27 0.37 -0.92
P -1.48 0.15 -1.26
C -1.23 0.88 -2.93
C -0.30 1.89 -3.14
C -0.11 2.40 -4.41
C -0.85 1.92 -5.48
C -1.80 0.93 -5.28
C -1.99 0.41 -4.00
C -1.32 -1.65 -1.56
C -0.58 -2.18 -2.62
C -0.34 -3.54 -2.69
C -0.83 -4.39 -1.71
C -1.55 -3.87 -0.64
C -1.79 -2.50 -0.57
H -1.51 4.26 0.95
H -3.21 3.14 1.17
H -5.43 2.35 0.79
H -7.03 0.63 0.04
H -6.21 -1.26 -1.37
H -3.84 -1.44 -1.91
H 0.28 2.27 -2.31
H 0.62 3.19 -4.56
H -0.70 2.33 -6.47
H -2.39 0.56 -6.10
H -2.73 -0.36 -3.85
H -0.15 -1.53 -3.37
H 0.25 -3.93 -3.51
H -0.64 -5.45 -1.76
H -1.91 -4.51 0.15
H -2.32 -2.11 0.29
O 2.09 -0.18 -3.32
C 2.71 -1.37 -3.17
C 3.21 -2.09 -4.26
C 3.85 -3.30 -4.06
C 4.01 -3.81 -2.78
C 3.51 -3.11 -1.70
C 2.86 -1.89 -1.88
C 2.31 -1.20 -0.70
O 1.22 -0.46 -0.83
N 2.86 -1.31 0.45
N 2.16 -0.54 1.40
C 2.51 -0.89 2.61
S 1.98 -0.08 4.04
C 2.91 -1.14 5.19
C 3.05 -2.50 4.56
S 3.53 -2.28 2.84
H 2.03 0.04 -4.26
H 3.09 -1.68 -5.25
H 4.23 -3.84 -4.92
H 4.51 -4.76 -2.63
H 3.60 -3.49 -0.70
H 2.32 -1.18 6.11
H 3.87 -0.68 5.40
H 2.10 -3.04 4.58
H 3.82 -3.09 5.05
C 1.92 4.62 2.86
C 1.76 3.51 1.85
S 0.67 2.22 2.29
C 2.38 3.48 0.66
C 3.31 4.55 0.16
S 2.13 2.13 -0.41
H 1.37 4.39 3.77
H 1.55 5.57 2.47
H 2.97 4.76 3.13
H 3.51 5.29 0.93
H 2.88 5.06 -0.70
H 4.26 4.12 -0.16